No. 1
57
Properties=species:S:1:pos:R:3:forces:R:3 method="wB97M-V/def2-TZVPD" e_tot_ev=-410082.80990 gap_ev=10.782 smiles="O=C(Br)COC(=O)OC(F)(F)c1cccc(C(F)(F)F)c1.ClC(Cl)(Cl)Cl.ClC(Cl)(Cl)Cl.ClC(Cl)(Cl)Cl.ClC(Cl)(Cl)Cl.ClC(Cl)(Cl)Cl.ClC(Cl)(Cl)Cl" multiplicity=1
O -4.606 -1.731 2.149 0.96 -0.06 -0.63
C -3.604 -2.083 1.611 -0.82 0.08 0.55
Br -2.461 -3.408 2.503 -0.15 0.33 -0.25
C -3.165 -1.581 0.230 -0.07 -0.99 0.82
O -2.035 -2.366 -0.184 1.16 1.28 -0.06
C -1.455 -1.780 -1.259 -1.54 0.83 -2.21
O -2.108 -1.334 -2.172 0.75 -0.38 1.02
O -0.086 -1.721 -1.340 -0.88 -0.58 0.95
C 0.509 -1.078 -0.259 0.97 0.70 -0.11
F 1.731 -0.726 -0.709 0.05 -0.09 -0.43
F 0.747 -1.928 0.748 -0.36 -0.35 0.13
C -0.215 0.170 0.212 0.22 -1.42 0.40
C -0.477 0.280 1.558 0.08 -0.62 0.79
C -1.103 1.386 2.056 -0.18 0.29 0.90
C -1.479 2.412 1.219 -0.16 -0.06 0.85
C -1.202 2.268 -0.109 -0.79 1.53 -1.37
C -1.564 3.394 -1.070 1.09 -0.85 0.41
F -0.505 3.616 -1.873 0.04 0.36 -0.17
F -2.584 3.104 -1.875 -0.45 0.03 0.04
F -1.818 4.510 -0.394 -0.24 0.42 -0.13
C -0.581 1.172 -0.641 0.27 -0.52 -0.72
H -2.884 -0.531 0.323 -0.14 -0.01 -0.04
H -4.020 -1.710 -0.434 0.11 0.07 -0.09
H -0.199 -0.495 2.260 0.10 -0.13 -0.21
H -1.267 1.452 3.124 -0.11 0.06 -0.03
H -1.967 3.278 1.642 -0.01 0.14 -0.28
H -0.374 1.080 -1.700 -0.05 0.15 -0.01
C 4.063 1.966 0.709 0.04 0.05 -0.05
Cl 2.452 1.455 1.221 0.18 0.21 0.16
Cl 5.254 0.770 1.245 -0.31 0.00 0.32
Cl 4.102 2.096 -1.052 -0.03 -0.01 0.06
Cl 4.444 3.536 1.426 0.00 -0.06 -0.02
C 8.164 0.915 -2.443 0.01 -0.12 0.02
Cl 7.372 0.636 -0.888 0.22 0.08 -0.41
Cl 9.424 2.144 -2.257 -0.03 -0.02 -0.02
Cl 8.890 -0.592 -3.024 -0.16 0.08 -0.16
Cl 6.967 1.478 -3.616 0.03 0.00 0.02
C -2.263 -5.858 -2.876 -0.01 0.00 -0.04
Cl -2.311 -5.642 -4.629 0.00 0.00 0.06
Cl -3.914 -5.920 -2.243 0.03 0.01 0.00
Cl -1.427 -7.366 -2.490 -0.03 0.05 0.00
Cl -1.404 -4.502 -2.137 0.10 -0.52 -0.19
C 10.943 -1.553 0.906 0.01 0.03 -0.02
Cl 10.780 -3.156 0.176 0.00 0.04 0.02
Cl 10.728 -0.317 -0.336 0.24 -0.05 0.27
Cl 9.708 -1.349 2.157 0.02 -0.01 -0.03
Cl 12.548 -1.396 1.631 -0.05 -0.01 -0.01
C -4.825 6.386 -0.061 0.04 0.01 -0.05
Cl -3.672 7.516 0.661 -0.02 -0.04 -0.01
Cl -4.967 4.952 0.970 -0.01 0.01 -0.01
Cl -6.405 7.166 -0.201 0.04 -0.03 0.02
Cl -4.257 5.905 -1.660 -0.15 0.10 -0.01
C -8.325 -2.984 2.640 0.03 0.04 0.03
Cl -7.688 -2.796 4.277 -0.01 -0.01 -0.05
Cl -9.776 -3.993 2.683 0.04 0.03 -0.01
Cl -8.731 -1.396 1.978 0.01 -0.04 0.01
Cl -7.104 -3.752 1.619 -0.06 -0.06 -0.02

---

No. 2
53
Properties=species:S:1:pos:R:3:forces:R:3 method="wB97M-V/def2-TZVPD" total_charge=+2 e_tot_ev=-47804.45552 gap_ev="7.549 / 7.670" multiplicity=4 e_above_lowest_kcal_mol=0.00
C 1.285 2.066 -0.247 1.06 2.24 -0.65
H 1.673 2.590 0.649 0.12 -0.33 -0.59
H 2.057 2.030 -1.034 -0.05 0.32 0.44
H 1.318 0.992 0.035 -0.23 0.42 -0.14
C 0.089 2.987 -0.804 -1.30 -1.03 0.41
H -0.613 2.393 -1.472 0.51 0.27 0.42
H -0.521 3.343 0.057 0.23 -0.47 -0.25
C 0.327 4.294 -1.620 0.36 0.31 -0.39
H -0.638 4.767 -1.875 0.17 -0.56 0.33
H 0.872 5.094 -1.100 0.06 -0.58 0.22
H 0.818 4.161 -2.590 0.10 -0.36 0.29
C -0.723 -2.009 -1.241 0.24 0.88 -0.51
C -1.132 -1.013 -2.209 1.64 -0.51 0.49
C 0.056 -0.334 -2.641 -0.37 -0.45 0.57
C 1.167 -0.907 -1.971 -0.23 0.21 0.61
C 0.686 -1.913 -1.086 -0.19 0.26 -0.11
C 1.547 -2.809 -0.258 0.22 -0.10 0.42
C 2.612 -0.564 -2.179 0.30 0.37 0.20
C 0.167 0.749 -3.651 -0.33 0.69 -0.31
C -2.516 -0.717 -2.602 -0.86 0.55 -0.35
C -1.586 -2.979 -0.531 -0.44 -0.39 0.39
Nd -0.704 0.217 -0.035 -0.13 -0.75 -1.62
H 3.215 -0.817 -1.284 -0.28 0.19 -0.55
H 3.050 -1.109 -3.033 -0.27 0.22 0.30
H 2.730 0.521 -2.376 0.08 -0.61 -0.03
H 2.563 -2.401 -0.148 -0.37 -0.18 0.02
H 1.121 -2.935 0.749 0.18 -0.15 -0.22
H 1.646 -3.806 -0.710 -0.09 0.23 0.10
H -2.603 -2.605 -0.370 0.02 -0.06 -0.04
H -1.682 -3.911 -1.091 -0.06 0.01 -0.05
H -1.169 -3.253 0.443 -0.05 0.02 -0.04
H -2.603 0.260 -3.098 0.01 -0.22 0.08
H -2.928 -1.449 -3.303 0.02 -0.02 0.12
H -3.203 -0.704 -1.742 -0.09 -0.07 -0.01
H 0.930 1.485 -3.371 -0.12 -0.11 -0.08
H 0.447 0.375 -4.641 -0.06 -0.07 0.14
H -0.789 1.284 -3.767 0.33 -0.11 -0.08
C 1.134 -2.515 4.352 0.62 -0.95 -0.10
O 0.302 -1.736 3.493 -0.50 2.65 -1.13
P 0.401 -0.278 2.777 -2.05 -0.64 1.63
O -1.304 -0.257 2.193 2.20 -0.35 -0.13
C -2.404 -0.284 3.090 -0.93 0.49 0.58
O 0.182 0.930 3.900 0.10 -1.27 -1.09
C -0.213 2.200 3.316 0.62 0.27 -0.40
H 2.148 -2.163 4.406 0.40 0.38 -0.09
H 1.150 -3.536 3.962 -0.10 0.24 -0.10
H 0.713 -2.547 5.331 -0.40 0.21 0.68
H -3.246 0.069 2.493 -0.20 -0.11 0.27
H -2.597 -1.285 3.459 0.10 -0.12 -0.02
H -2.254 0.408 3.934 0.05 -0.32 -0.34
H -0.783 2.068 2.390 -0.04 -0.13 0.02
H -0.869 2.758 3.979 0.21 -0.27 0.37
H 0.677 2.793 3.069 -0.21 -0.13 0.30

---

No. 3
53
Properties=species:S:1:pos:R:3:forces:R:3 method="wB97M-V/def2-TZVPD" total_charge=+1 e_tot_ev=-77292.24610 gap_ev="6.366 / 7.603" multiplicity=2 e_above_lowest_kcal_mol=0.00
C 3.206 -1.798 1.449 0.14 0.36 0.00
C 2.281 -1.114 0.440 0.34 -0.82 0.52
C 1.598 -2.242 -0.332 0.37 0.44 -0.59
C 1.265 -0.268 1.225 -0.23 -0.11 -0.45
C 0.624 0.911 0.449 0.25 -0.80 1.01
C -0.881 0.993 0.750 -0.21 0.41 -0.69
C -1.759 0.118 -0.136 -0.24 -0.18 0.39
C -3.205 0.544 0.030 0.19 0.33 -0.38
F -3.371 1.724 -0.627 -0.02 -0.09 0.14
F -3.567 0.748 1.312 -0.05 -0.07 0.03
C -4.252 -0.396 -0.655 -0.59 0.97 -0.20
F -5.377 0.295 -0.939 0.83 -0.66 0.41
F -3.742 -0.846 -1.809 -0.15 0.09 0.00
S -4.787 -1.890 0.395 -0.94 0.45 0.02
F -3.473 -1.900 1.225 0.39 -0.03 0.14
F -5.543 -1.011 1.415 0.12 0.32 0.18
F -6.136 -2.000 -0.497 0.21 -0.13 0.03
F -4.075 -2.895 -0.737 2.88 2.87 4.63
F -5.250 -3.182 1.149 0.08 -0.25 -0.17
S 1.329 2.464 1.103 0.18 0.64 -0.41
O 1.052 3.522 0.178 -0.43 0.02 -0.13
O 2.659 2.284 1.575 0.17 -0.41 0.33
C 0.332 2.902 2.637 0.56 0.46 0.31
F -0.816 3.513 2.320 0.48 -0.29 0.40
F 0.083 1.815 3.390 0.03 0.52 -0.12
F 1.121 3.750 3.325 -0.89 -0.66 -0.42
C 0.942 0.809 -1.031 0.45 0.56 0.04
C 2.420 0.570 -1.428 -0.17 -0.23 -1.10
C 3.165 1.881 -1.658 -0.19 -0.30 0.07
C 2.382 -0.169 -2.791 0.27 0.15 0.33
N 3.132 -0.298 -0.456 -0.53 1.02 0.71
O 4.151 0.231 0.103 0.32 -0.27 -0.14
H 3.550 -1.101 2.199 0.09 0.21 0.17
H 4.095 -2.159 0.952 0.14 -0.30 -0.17
H 2.699 -2.614 1.948 -0.17 -0.20 0.05
H 0.871 -1.891 -1.058 -0.28 -0.03 0.00
H 1.152 -2.941 0.356 -0.29 -0.16 0.21
H 2.365 -2.761 -0.896 0.11 -0.28 -0.09
H 0.461 -0.944 1.503 -0.19 -0.17 0.15
H 1.722 0.045 2.152 0.08 0.32 0.17
H -1.200 2.022 0.612 -0.16 0.16 -0.12
H -1.087 0.737 1.779 0.11 -0.07 0.24
H -1.553 0.229 -1.190 0.10 0.12 -0.25
H -1.626 -0.930 0.119 -0.02 -0.19 -0.01
H 0.625 1.724 -1.522 -0.10 0.20 -0.17
H 0.354 0.019 -1.473 -0.19 -0.30 0.15
H 2.545 2.483 -2.309 -0.13 0.26 -0.16
H 4.087 1.678 -2.181 0.35 0.01 0.07
H 3.375 2.421 -0.750 0.11 0.16 0.18
H 2.424 -1.239 -2.648 -0.21 -0.29 -0.02
H 3.255 0.100 -3.369 0.19 0.02 -0.20
H 1.501 0.098 -3.362 -0.18 0.06 -0.17
Cs -5.119 -4.041 -2.238 -2.97 -3.84 -4.91

---

No. 4
15
Properties=species:S:1:pos:R:3:forces:R:3 method="wB97M-V/def2-TZVPD" total_charge=-1 e_tot_ev=-16324.01301 gap_ev=7.320 smiles="O=c1c([O-])cccn2nnnc12" multiplicity=1 e_above_lowest_kcal_mol=9.73
C -1.611 0.267 0.008 -0.32 -0.42 0.42
C -1.655 -1.123 -0.012 1.13 -1.82 -0.15
C -0.757 1.290 -0.037 -2.13 4.46 0.70
C -0.588 -2.095 -0.076 -0.14 2.30 -0.43
C 1.479 0.240 -0.016 -4.32 -0.30 -0.28
C 0.985 -1.270 0.095 1.19 -0.85 0.08
N 2.638 2.013 -0.148 -0.34 0.01 0.57
N 2.688 0.690 -0.129 1.35 -0.92 -0.10
N 1.440 2.435 -0.012 -2.40 -0.04 -0.71
N 0.585 1.326 -0.013 5.63 -1.53 0.11
O 1.925 -1.995 0.354 -0.81 -0.02 -0.18
O -0.634 -3.308 -0.244 0.70 1.40 0.49
H -2.605 0.614 0.180 -0.61 0.59 -0.27
H -2.688 -1.447 -0.018 0.16 -0.74 0.00
H -1.202 2.365 0.069 0.91 -2.13 -0.26

---

No. 5
44
Properties=species:S:1:pos:R:3:forces:R:3 method="wB97M-V/def2-TZVPD" e_tot_ev=-39960.27756 gap_ev=8.302 smiles="CCOc1ccc(N2C[C@H](C(=O)N[C@@H]3CCSC3=O)CC2=O)cc1" multiplicity=1 e_above_lowest_kcal_mol=22.92
C -5.104 -2.860 1.032 -0.05 0.36 -0.22
C -5.783 -1.606 0.490 -0.12 -0.29 0.31
O -5.082 -1.032 -0.595 0.14 0.12 -0.20
C -3.938 -0.328 -0.364 0.18 0.12 -0.16
C -3.256 0.097 -1.504 -0.21 -0.16 0.16
C -2.092 0.828 -1.403 0.06 0.06 0.14
C -1.566 1.153 -0.153 -0.37 -0.13 0.10
C -2.250 0.735 0.984 0.15 0.09 -0.01
C -3.422 0.008 0.882 -0.28 -0.17 -0.10
H -3.918 -0.287 1.793 -0.06 -0.06 0.07
H -1.867 0.989 1.958 0.02 0.01 0.04
N -0.360 1.863 -0.051 0.20 -0.21 -0.18
C 0.047 2.613 1.016 0.33 0.29 0.07
O -0.588 2.838 2.017 -0.13 0.05 0.27
C 1.438 3.143 0.707 0.13 -0.06 0.07
H 1.377 4.211 0.494 -0.05 0.01 -0.02
C 1.903 2.333 -0.498 -0.03 0.09 0.28
C 2.719 1.119 -0.046 -0.33 0.25 -0.58
O 2.970 0.867 1.107 0.17 -0.01 0.40
N 3.096 0.312 -1.080 0.13 -0.28 -0.30
H 3.038 0.686 -2.014 -0.01 0.03 0.11
C 4.028 -0.772 -0.868 -0.28 0.14 0.22
C 5.336 -0.231 -0.270 0.01 -0.16 -0.11
O 5.790 0.851 -0.502 0.04 0.21 -0.05
S 6.077 -1.437 0.760 0.08 -0.32 0.21
C 4.746 -2.664 0.479 0.41 0.11 0.02
C 3.523 -1.864 0.071 -0.07 0.03 -0.11
H 2.781 -2.498 -0.414 -0.02 0.00 -0.02
H 3.075 -1.391 0.946 0.04 -0.08 -0.10
H 4.602 -3.224 1.399 -0.03 -0.03 -0.03
H 5.079 -3.340 -0.310 -0.07 -0.06 0.06
H 4.281 -1.200 -1.846 0.00 0.05 0.11
C 0.582 1.893 -1.150 0.03 0.09 -0.31
H 0.268 2.624 -1.908 0.05 -0.12 -0.01
H 0.647 0.906 -1.616 -0.02 0.12 0.00
H 2.518 2.916 -1.186 -0.05 -0.06 -0.01
H 2.086 2.996 1.572 -0.09 0.05 -0.05
H -1.601 1.150 -2.308 0.07 0.04 -0.08
H -3.665 -0.154 -2.470 -0.04 -0.03 -0.11
H -5.935 -0.868 1.288 -0.03 -0.02 -0.11
H -6.760 -1.865 0.073 0.10 0.09 0.12
H -5.709 -3.292 1.825 -0.05 -0.07 0.11
H -4.118 -2.629 1.426 0.07 -0.04 0.07
H -4.992 -3.592 0.235 0.00 -0.08 -0.04